No. 1
Here is the molecule C4H9NO4 from the Open Molecules 2025 dataset. Energies are from ωB97M-V/def2-TZVPD.

Computed properties:
Total energy (Ha): -513.32839
LUMO energy (eV): 0.33
Charge: 0
Highest occupied orbital energy (eV): -10.45
Relative energy (zero: lowest compared OMol25 entry of this formula, charge and spin) (kcal per mole): 156.3
Kohn-Sham gap (eV): 10.78

Each line ends with the Löwdin charge.
Positions of all 18 atoms, in Å:
C 0.27049 -1.64496 1.40866  -0.03
C 0.47850 -0.15152 1.24013  -0.39
C -0.23979 0.31797 -0.03347  -0.38
C -0.11986 1.79854 -0.30402  -0.03
O 0.20945 -0.43930 -1.12888  -0.04
O -0.96397 -0.92314 -1.88797  -0.01
N -0.89810 -0.40837 -3.10775  -0.07
O -1.82300 -0.66514 -3.81576  0.05
O 1.86638 0.13826 1.20086  -0.02
H -0.78416 -1.89886 1.50695  0.09
H 0.65581 -2.15778 0.52757  0.09
H 0.81440 -2.02268 2.27470  0.09
H 0.06405 0.38167 2.11170  0.15
H -1.30491 0.05257 0.06308  0.16
H -0.45058 2.37974 0.55589  0.09
H 0.91211 2.05994 -0.52548  0.08
H -0.71584 2.08577 -1.16981  0.09
H 2.02903 1.09729 1.08362  0.10

No. 2
Here is a cluster of 2 separate species, C4H9NO4 in total from the Open Molecules 2025 dataset. Energies are from ωB97M-V/def2-TZVPD.

Computed properties:
Total energy (Ha): -513.50998
LUMO energy (eV): 0.66
Charge: 0
Highest occupied orbital energy (eV): -9.89
Relative energy (zero: lowest compared OMol25 entry of this formula, charge and spin) (kcal per mole): 42.4
Kohn-Sham gap (eV): 10.55

Each line ends with the Löwdin charge.
Positions of all 18 atoms, in Å:
C 1.63650 0.73227 -1.72639  -0.06
O 1.30180 0.03082 -0.54213  -0.16
C 0.20738 -0.81468 -0.64196  -0.26
C 0.57888 -2.23158 -1.07130  -0.17
O 1.71582 -2.61951 -1.12384  0.09
C -0.53001 -0.84569 0.70014  -0.51
O -1.69388 -1.14934 0.79903  0.11
H 2.45859 1.41116 -1.47689  0.10
H 1.96136 0.03699 -2.51359  0.10
H 0.77095 1.31342 -2.08091  0.10
H -0.54066 -0.44490 -1.37027  0.17
H -0.28258 -2.87650 -1.34558  0.14
O 0.24299 -0.63246 1.75002  0.15
H 1.14831 -0.45451 1.43115  0.13
N -1.57070 2.19474 1.07513  0.03
H -0.83764 2.88744 0.94979  0.01
H -2.32308 2.43380 0.43429  0.01
H -1.93561 2.31233 2.01741  0.02

No. 3
Here is the molecule C4H9NOS from the Open Molecules 2025 dataset. Energies are from ωB97M-V/def2-TZVPD.

Computed properties:
Total energy (Ha): -685.91489
LUMO energy (eV): -0.05
Charge: 0
Highest occupied orbital energy (eV): -9.36
Relative energy (zero: lowest compared OMol25 entry of this formula, charge and spin) (kcal per mole): 65.3
Kohn-Sham gap (eV): 9.31

Each line ends with the Löwdin charge.
Positions of all 16 atoms, in Å:
C -0.05040 -0.76977 0.98298  -0.22
C -1.22281 -1.70447 1.21362  -0.46
C -0.13013 -0.00346 -0.37880  -0.53
C 1.16190 0.70754 -0.68735  -0.06
N -1.19100 0.94772 -0.50973  0.01
O -1.70114 -0.69953 3.48871  -0.58
S -2.16415 -1.74233 2.49757  0.93
H 0.27085 0.01930 1.77291  0.14
H 0.73110 -1.53507 0.87485  0.12
H -2.03261 0.44780 -0.18917  0.07
H -1.28377 -2.47494 0.46035  0.07
H -0.36727 -0.89862 -1.16506  0.17
H 0.96319 1.55613 -1.23015  0.05
H 1.72079 -0.01042 -1.25265  0.08
H 1.64485 0.85453 0.25729  0.07
H -0.93774 1.74629 0.20431  0.14

No. 4
Here is the molecule C4H9NOS from the Open Molecules 2025 dataset. Energies are from ωB97M-V/def2-TZVPD.

Computed properties:
Total energy (Ha): -686.00051
LUMO energy (eV): 0.81
Charge: 0
Highest occupied orbital energy (eV): -9.04
Relative energy (zero: lowest compared OMol25 entry of this formula, charge and spin) (kcal per mole): 11.6
Kohn-Sham gap (eV): 9.85

Each line ends with the Löwdin charge.
Positions of all 16 atoms, in Å:
C -1.09695 0.57226 -0.22731  -0.14
C -0.75927 -0.24194 1.01015  -0.27
C 0.76566 -0.53160 1.10429  -0.55
S 1.73604 0.92550 1.60863  0.70
C -0.89971 -0.22736 -1.49439  -0.54
N -1.87885 -1.15263 -1.75211  0.15
O 0.14658 -0.14197 -2.10641  0.06
H -2.11476 0.95931 -0.17627  0.12
H -0.43285 1.43208 -0.23290  0.10
H -1.14764 -1.27022 0.90730  0.10
H -1.13044 0.10510 1.97327  0.11
H 1.10389 -0.80653 0.10965  0.06
H 0.91300 -1.31342 1.84690  0.07
H 2.03487 1.37928 0.38706  -0.15
H -1.89402 -1.68496 -2.60767  0.10
H -2.19140 -1.67736 -0.94697  0.09

No. 5
Here is the molecule C4H9NOS from the Open Molecules 2025 dataset. Energies are from ωB97M-V/def2-TZVPD.

Computed properties:
Total energy (Ha): -685.98055
LUMO energy (eV): 0.72
Charge: 0
Highest occupied orbital energy (eV): -9.47
Relative energy (zero: lowest compared OMol25 entry of this formula, charge and spin) (kcal per mole): 24.1
Kohn-Sham gap (eV): 10.19

Each line ends with the Löwdin charge.
Positions of all 16 atoms, in Å:
C 0.34134 -0.23821 0.86335  -0.21
N 1.75497 0.14077 0.86630  0.03
C 2.33519 0.91344 -0.10714  -0.37
O 3.52735 0.94571 -0.30824  0.02
C -0.60640 0.52311 -0.05148  -0.27
C -1.85355 -0.34423 -0.18777  -0.56
S -1.67601 -1.77644 -1.30846  0.71
H -0.00644 -0.31027 1.88983  0.12
H 0.31444 -1.26099 0.46869  0.09
H 2.50683 -0.43370 1.22766  0.14
H 1.60760 1.56130 -0.61669  0.12
H -0.21843 0.73853 -1.01060  0.08
H -0.89141 1.51508 0.31463  0.12
H -2.78889 0.17091 -0.38716  0.07
H -2.07700 -0.86899 0.74498  0.06
H -2.26961 -1.27602 -2.39792  -0.16

No. 6
Here is the molecule C4H9NOS from the Open Molecules 2025 dataset. Energies are from ωB97M-V/def2-TZVPD.

Computed properties:
Total energy (Ha): -685.87737
LUMO energy (eV): 0.80
Charge: 0
Highest occupied orbital energy (eV): -8.63
Relative energy (zero: lowest compared OMol25 entry of this formula, charge and spin) (kcal per mole): 88.8
Kohn-Sham gap (eV): 9.43

Each line ends with the Löwdin charge.
Positions of all 16 atoms, in Å:
C 1.64282 -0.56211 0.57198  -0.37
C 0.26306 0.11596 0.95841  -0.52
C -1.04182 -0.61233 0.66622  -0.34
C -1.38166 -1.02209 -0.65850  -0.18
H 2.07850 -0.38225 -1.47737  0.19
H 1.97643 -1.31342 1.32466  0.12
H 2.32292 0.36187 0.60107  0.10
H 0.57929 0.55368 1.89667  0.09
H -1.09223 1.54211 -0.45188  -0.06
H -1.46600 -1.08809 1.58247  0.15
H -0.67637 -0.76424 -1.45380  0.09
H -1.81332 -2.09216 -0.71932  0.14
H -3.03266 -0.11937 0.36823  0.08
N -2.17977 0.11521 -0.10214  -0.03
O 1.74672 -1.13234 -0.70258  -0.17
S 0.34461 1.50234 -0.28524  0.71

No. 7
Here is the molecule C4H9NOS from the Open Molecules 2025 dataset. Energies are from ωB97M-V/def2-TZVPD.

Computed properties:
Total energy (Ha): -685.88210
LUMO energy (eV): 0.69
Charge: 0
Highest occupied orbital energy (eV): -8.51
Relative energy (zero: lowest compared OMol25 entry of this formula, charge and spin) (kcal per mole): 85.9
Kohn-Sham gap (eV): 9.19

Each line ends with the Löwdin charge.
Positions of all 16 atoms, in Å:
C -0.97544 -0.72450 -0.88825  -0.34
C 0.31401 -0.84393 -0.08581  -0.10
C 2.57674 -0.16241 0.37927  -0.12
C 1.23792 0.14354 -0.16909  -0.18
N -3.28812 1.54756 0.30227  -0.32
O -1.28743 0.54354 -1.40061  -0.53
S -1.71229 1.83406 -0.36387  0.87
H -0.95029 -1.45665 -1.73513  0.12
H -1.96075 -1.23743 -0.38495  0.15
H 0.33125 -1.88988 0.25607  0.12
H 2.99781 0.87973 0.70343  0.10
H 3.34474 -0.66001 -0.35464  0.12
H 2.45531 -0.64215 1.22603  0.00
H 1.03237 1.03285 -0.73786  0.09
H -3.78638 2.41009 0.17134  0.00
H -3.31664 1.19985 1.25816  0.02

No. 8
Here is a cluster of 2 separate species, C4H9NOS in total from the Open Molecules 2025 dataset. Energies are from ωB97M-V/def2-TZVPD.

Computed properties:
Total energy (Ha): -685.83188
LUMO energy (eV): -2.65
Charge: 0
Highest occupied orbital energy (eV): -7.50
Relative energy (zero: lowest compared OMol25 entry of this formula, charge and spin) (kcal per mole): 117.4
Kohn-Sham gap (eV): 4.85

Each line ends with the Löwdin charge.
Positions of all 16 atoms, in Å:
C 0.00633 -1.68383 1.27844  -0.04
N -0.21053 -1.48124 -0.16477  0.02
C 0.11510 -0.24848 -0.61976  -0.27
C -0.91595 0.61326 -1.28489  -0.62
S -2.62515 0.29570 -0.70172  0.35
C 1.49262 0.15963 -0.64029  -0.21
O 1.94803 1.24310 -0.93847  0.09
H -0.13073 -2.72179 1.57040  0.09
H -0.71313 -1.18973 1.93158  0.09
H 1.04404 -1.38278 1.45724  0.09
H -1.15211 -1.67886 -0.50142  0.08
H 0.21371 3.62250 1.04169  0.03
H -1.01271 0.48894 -2.36367  0.08
H -0.45480 1.60606 -1.12317  0.08
H 0.18101 2.93758 1.30806  0.01
H 2.21427 -0.58007 -0.24925  0.13

No. 9
Here is a cluster of 2 separate species, C4H9NOS in total from the Open Molecules 2025 dataset. Energies are from ωB97M-V/def2-TZVPD.

Computed properties:
Total energy (Ha): -685.86939
LUMO energy (alpha / beta) (eV): -0.92 / -0.90
Charge: 0
Highest occupied orbital energy (alpha / beta) (eV): -8.62 / -8.44
Relative energy (zero: lowest compared OMol25 entry of this formula, charge and spin) (kcal per mole): 93.8
Kohn-Sham gap (alpha / beta) (eV): 7.71 / 7.54

Each line ends with the Löwdin charge.
Positions of all 16 atoms, in Å:
C 0.66800 0.73413 0.09535  -0.60
C 0.89607 0.87016 1.57935  -0.10
C -1.33802 -2.53840 -0.59023  -0.06
C -0.51613 2.51016 -1.07472  0.00
N -0.00023 1.36797 -0.86839  -0.08
O 2.60620 -0.89238 0.57478  -0.61
S 1.76279 -0.46301 -0.57040  0.98
H 0.04136 0.29805 2.05871  0.10
H 0.89820 1.99605 1.74780  0.09
H 1.96102 0.42956 1.87484  0.10
H -1.71075 -3.56456 -0.27207  0.04
H -2.01156 -2.16059 -1.37020  0.02
H -1.34929 -1.83895 0.26815  0.02
H -0.46140 -2.65168 -1.16022  -0.03
H -0.66316 3.16996 -0.21842  0.08
H -0.78309 2.73352 -2.07436  0.06

No. 10
Here is the molecule C4H9NOS from the Open Molecules 2025 dataset. Energies are from ωB97M-V/def2-TZVPD.

Computed properties:
Total energy (Ha): -685.94501
LUMO energy (eV): 0.91
Charge: 0
Highest occupied orbital energy (eV): -8.72
Relative energy (zero: lowest compared OMol25 entry of this formula, charge and spin) (kcal per mole): 46.4
Kohn-Sham gap (eV): 9.63

Each line ends with the Löwdin charge.
Positions of all 16 atoms, in Å:
C 3.06310 -0.03403 0.13018  -0.35
C -0.68629 1.10743 -0.42191  -0.21
C -1.86399 0.19487 -0.24458  -0.46
C -2.19076 -0.06392 1.22587  -0.05
H 3.41847 0.42753 1.02081  0.02
H 3.16274 0.68295 -0.62944  0.01
H 3.66189 -0.89000 -0.13669  0.03
H -0.98570 2.10069 -0.65892  0.10
H -2.75546 0.70619 -0.69901  0.15
H -2.93396 -0.88288 1.28237  0.09
H -1.27843 -0.38454 1.72058  0.06
H -2.58960 0.87537 1.69416  0.10
H -0.78727 -1.31265 -0.87099  0.02
N 0.59947 0.99074 -0.28105  -0.30
O -1.69213 -1.00936 -0.95796  -0.04
S 1.28098 -0.46306 0.17318  0.84

No. 11
Here is the molecule C4H9NOS from the Open Molecules 2025 dataset. Energies are from ωB97M-V/def2-TZVPD.

Computed properties:
Total energy (Ha): -685.99949
LUMO energy (eV): 0.67
Charge: 0
Highest occupied orbital energy (eV): -9.34
Relative energy (zero: lowest compared OMol25 entry of this formula, charge and spin) (kcal per mole): 12.2
Kohn-Sham gap (eV): 10.00

Each line ends with the Löwdin charge.
Positions of all 16 atoms, in Å:
O -2.60050 -0.04735 -0.11474  0.05
C -1.80159 -0.87434 0.27266  -0.55
N -0.46531 -0.79545 0.02719  0.03
C 0.22293 0.29740 -0.68671  -0.24
C 1.13237 1.08594 0.26495  -0.51
S 2.72364 1.51195 -0.55882  0.69
C -2.21916 -2.13693 1.01622  0.00
H 0.14752 -1.40681 0.54122  0.13
H 0.82044 -0.19371 -1.45500  0.09
H -0.55966 0.90753 -1.13276  0.12
H 1.46176 0.45493 1.08771  0.06
H 0.63787 1.97999 0.62989  0.07
H 3.54201 1.04547 0.36617  -0.17
H -1.74561 -2.23399 1.98537  0.08
H -3.29415 -2.04941 1.15616  0.08
H -2.04256 -2.99868 0.37615  0.08

No. 12
Here is a cluster of 2 separate species, C4H9NOS in total from the Open Molecules 2025 dataset. Energies are from ωB97M-V/def2-TZVPD.

Computed properties:
Total energy (Ha): -685.65960
LUMO energy (alpha / beta) (eV): -2.68 / -2.67
Charge: 0
Highest occupied orbital energy (alpha / beta) (eV): -7.80 / -7.81
Relative energy (zero: lowest compared OMol25 entry of this formula, charge and spin) (kcal per mole): 225.5
Kohn-Sham gap (alpha / beta) (eV): 5.12 / 5.14

Each line ends with the Löwdin charge.
Positions of all 16 atoms, in Å:
C 0.22993 -1.96079 -2.03877  -0.09
C -1.01522 -1.25395 -1.47677  -0.13
C 0.10545 -0.54682 -2.01450  0.10
C -0.17422 2.23628 1.93026  -0.17
N 1.58010 0.87989 0.19424  -0.40
O -0.23214 -0.47861 1.41399  -0.50
S 0.72569 0.65290 1.41644  0.49
H 0.90287 -2.31577 -1.20247  0.15
H -0.10938 -2.52188 -2.93752  0.14
H -1.97895 -1.60638 -1.95079  0.14
H -1.30372 -1.28303 -0.40996  0.10
H 0.67483 0.25347 -1.43007  0.05
H -0.91291 2.25290 1.19272  0.02
H -0.67652 2.26870 2.86438  0.03
H 0.54167 3.01423 1.93517  0.03
H 1.64250 0.40886 2.51367  0.05

No. 13
Here is a structure of composition C4H9NOS from the Open Molecules 2025 dataset. Energies are from ωB97M-V/def2-TZVPD.

Computed properties:
Total energy (Ha): -685.72835
LUMO energy (eV): -0.19
Charge: 0
Highest occupied orbital energy (eV): -8.90
Relative energy (zero: lowest compared OMol25 entry of this formula, charge and spin) (kcal per mole): 182.4
Kohn-Sham gap (eV): 8.70

Each line ends with the Löwdin charge.
Positions of all 16 atoms, in Å:
C 0.42430 -1.46302 -1.03166  -0.16
C -0.20037 -0.24170 -0.69196  -0.56
C 0.92399 0.79300 -0.13871  -0.55
C -2.23731 0.97859 1.77242  0.01
H -0.41747 -2.45622 -0.78743  0.16
H 1.54580 -1.86659 -0.51364  0.13
H 0.73077 -1.14332 -2.23960  0.14
H -0.87560 0.16310 -1.53045  0.16
H 0.20793 1.47748 0.39847  0.04
H 1.60611 0.16936 0.67243  0.08
H 3.47488 0.03449 -0.40399  0.05
H -2.65104 1.84006 2.16862  0.05
H -2.44447 0.01421 2.28167  0.10
N -1.40575 0.93196 0.83743  -0.05
O -1.08632 -0.44542 0.44267  -0.14
S 2.40458 1.21404 -1.23625  0.52

No. 14
Here is the ion C4H9NOS with charge +1 from the Open Molecules 2025 dataset. Energies are from ωB97M-V/def2-TZVPD.

Computed properties:
Total energy (Ha): -685.65029
2S+1: 2
LUMO energy (alpha / beta) (eV): -4.31 / -9.11
Charge: +1
Highest occupied orbital energy (alpha / beta) (eV): -13.45 / -13.43
Relative energy (zero: lowest compared OMol25 entry of this formula, charge and spin) (kcal per mole): 11.2
Kohn-Sham gap (alpha / beta) (eV): 9.14 / 4.32

Each line ends with the Löwdin spin population.
Positions of all 16 atoms, in Å:
C -0.84342 -0.85424 0.64213  0.00
C -0.27645 0.58242 0.89845  0.01
C 1.04054 0.87430 0.18384  0.08
S 1.93226 2.17873 1.17453  0.83
C -0.40707 -1.26888 -0.76008  0.00
N -1.09505 -0.70579 -1.81963  0.01
O 0.49914 -2.05725 -0.90074  0.00
H -1.91133 -0.72907 0.54746  0.00
H -0.63831 -1.59195 1.41812  0.00
H -0.90068 1.46102 0.65567  0.00
H -0.17909 0.65951 2.01414  0.00
H 1.70037 -0.01798 0.25845  0.01
H 1.08369 1.44098 -0.75987  0.03
H 3.08229 1.73956 0.68074  0.03
H -1.05883 -1.36354 -2.59062  0.00
H -2.02808 -0.34781 -1.64260  0.00

No. 15
Here is the molecule C4H9NOS2 from the Open Molecules 2025 dataset. Energies are from ωB97M-V/def2-TZVPD.

Computed properties:
Total energy (Ha): -1084.09873
LUMO energy (eV): 0.58
Charge: 0
Highest occupied orbital energy (eV): -9.05
Relative energy (zero: lowest compared OMol25 entry of this formula, charge and spin) (kcal per mole): 61.2
Kohn-Sham gap (eV): 9.63

Each line ends with the Löwdin charge.
Positions of all 17 atoms, in Å:
N -2.13393 0.43783 -0.73987  0.01
C -1.62701 -0.90506 -0.48313  -0.41
C -0.91675 -1.34738 -1.87012  -0.27
O -0.70053 -2.39262 -2.37922  0.09
C -0.45606 -0.99107 0.51385  -0.48
S 1.19377 -0.20098 0.03211  0.47
S 1.46885 1.07543 1.58199  0.41
C 0.60434 2.61040 1.24457  -0.46
H -1.50222 1.08524 -0.37627  0.00
H -3.18058 0.75214 -0.40771  0.16
H -2.40824 -1.63367 -0.15551  0.15
H -1.07432 -0.57351 -2.49461  0.07
H -0.85071 -0.41767 1.50712  0.11
H -0.19180 -2.02540 0.74329  0.06
H 0.80765 2.75424 0.14665  0.04
H -0.41183 2.48668 1.29140  -0.02
H 1.12475 3.45562 1.70179  0.04